Record 1
C25H23BaN9O3S | ωB97M-V/def2-TZVPD

Last column: Löwdin charge in e.
CARTESIAN COORDINATES (ANGSTROEM)
C1 -0.749 1.351 0.572  -0.70
H1 -0.835 -1.680 4.537  0.12
O1 0.157 2.254 4.906  -0.46
C2 2.254 2.388 3.400  -0.37
H2 1.829 -0.988 -0.758  0.09
C3 -3.626 0.410 -4.975  -0.07
N1 6.175 3.808 3.189  0.09
C4 -1.887 -4.610 -4.458  -0.06
C5 4.878 3.298 3.279  -0.32
N2 0.322 0.494 0.675  -0.17
H3 6.808 3.338 2.565  0.08
C6 0.998 -1.803 1.116  -0.23
H4 1.772 -3.638 1.701  0.11
H5 2.635 1.435 1.508  0.10
N3 -2.022 0.939 0.867  -0.05
H6 0.241 -4.291 -4.245  0.12
C7 -2.984 1.883 0.824  -0.14
H7 -0.617 -0.243 -4.151  0.11
H8 -4.505 0.495 -5.593  0.09
C8 -2.363 0.032 -5.367  -0.10
C9 -3.221 -3.217 -3.068  -0.13
H9 -1.222 4.368 -0.524  0.11
H10 -4.252 0.991 -2.890  0.10
N4 -0.474 2.534 -0.024  0.13
H11 2.444 -2.552 -0.247  0.12
H12 -4.046 -4.674 -4.403  0.11
N5 0.544 -2.705 -1.140  -0.05
C10 -0.215 -0.468 2.816  -0.34
H13 0.442 -3.667 3.885  0.11
O2 0.843 0.329 3.457  -0.29
C11 2.757 3.180 4.420  -0.07
O3 0.582 -1.141 -2.877  -0.21
H14 -4.188 -2.879 -2.712  0.11
H15 2.121 3.425 5.260  0.10
C12 -0.295 -1.728 3.599  -0.02
C13 -3.142 -4.215 -4.021  -0.06
H16 -3.520 3.926 0.420  0.10
H17 -1.959 -0.254 -6.327  0.12
C14 0.422 -2.788 3.249  -0.06
C15 -2.748 3.169 0.423  -0.07
C16 4.358 2.494 2.257  -0.03
C17 -0.930 -3.020 -2.978  -0.24
S1 0.575 1.917 3.525  0.95
H18 4.463 4.243 5.162  0.11
H19 -1.138 0.096 2.850  0.12
H20 6.605 4.101 4.049  0.08
C18 3.050 2.045 2.306  -0.06
N6 -2.260 0.446 -3.168  -0.10
H21 4.991 2.224 1.419  0.11
N7 -2.145 -2.616 -2.546  0.00
H22 -3.974 1.560 1.127  0.11
H23 -1.789 -5.383 -5.210  0.11
C19 -0.757 -4.005 -3.935  -0.01
C20 1.549 -1.944 -0.309  -0.19
C21 -1.462 3.412 -0.065  -0.13
N8 -1.576 0.078 -4.279  -0.01
N9 0.079 -0.729 1.423  -0.18
C22 1.162 -2.792 1.991  -0.04
C23 4.068 3.628 4.360  -0.03
Ba1 -0.985 -0.656 -0.941  2.26
C24 0.258 -2.262 -2.337  -0.74
C25 -3.500 0.658 -3.593  -0.17

## Properties
Frontier orbital gap ... 0.2826 Eh
ΔE to the lowest compared entry with this formula, charge and spin ... 535.9 kJ/mol
2S+1 ... 1

---

Record 2
C39H36Br3N7O6 | ωB97M-V/def2-TZVPD

Last column: Löwdin charge in e.
CARTESIAN COORDINATES (ANGSTROEM)
C1 2.777 -0.873 2.457  -0.15
C2 -2.652 -0.769 -0.348  -0.09
C3 -3.610 -2.618 -3.555  -1.43
H1 -5.915 0.558 -1.726  0.07
C4 -3.426 4.493 -2.482  -0.06
H2 -1.648 3.887 4.892  0.11
C5 -0.891 3.259 1.631  -0.12
C6 -0.404 1.957 1.764  0.00
O1 2.260 -0.490 -0.953  0.01
C7 3.636 -1.042 3.551  -0.07
C8 -6.014 3.759 -3.073  -0.14
H3 -3.095 2.392 -2.527  0.07
C9 1.552 -2.737 3.207  -0.11
C10 2.503 -3.091 4.154  -0.07
C11 -0.097 -0.415 -1.271  -0.13
C12 5.008 -3.593 -0.637  -0.13
H4 8.805 0.556 -1.044  0.10
C13 -8.949 -0.860 0.083  -0.07
H5 2.778 -0.065 1.741  0.09
C14 7.385 -3.870 -0.870  -0.08
H6 -1.041 0.814 -2.831  0.12
H7 0.508 -1.884 0.142  0.09
O2 3.640 -3.157 -2.435  0.07
H8 -8.129 1.247 -2.413  0.11
H9 -6.440 5.882 -3.153  0.09
N1 7.849 1.665 0.450  0.03
Br1 -3.491 -4.113 -4.832  0.54
H10 5.977 -3.895 -2.528  0.12
H11 4.695 1.385 1.349  0.08
C15 5.622 0.132 -0.155  -0.08
H12 0.743 -3.407 2.958  0.10
C16 3.532 -2.157 4.381  -0.07
H13 6.837 -0.918 -1.499  0.10
C17 -9.036 0.083 -0.918  -0.10
Br2 -4.746 -3.057 -1.957  0.55
C18 6.738 1.845 1.182  -0.14
H14 -1.759 -2.041 1.087  0.11
H15 -10.052 0.399 -1.107  0.11
H16 -9.766 -1.323 0.617  0.10
C19 6.795 -0.159 -0.732  -0.08
H17 4.214 -3.207 1.388  0.10
H18 -1.739 4.906 2.635  0.11
C20 -4.352 5.513 -2.781  -0.07
O3 -0.708 3.238 -0.740  0.07
C21 -7.662 -1.207 0.430  -0.15
N2 3.665 -3.530 -1.273  -0.34
O4 -1.103 5.123 0.236  0.04
H19 -3.370 0.453 -1.830  0.07
N3 1.316 -0.164 -1.730  -0.28
C22 -3.839 3.172 -2.598  -0.13
Br3 -4.309 -0.968 -4.562  0.48
H20 4.139 -2.384 5.245  0.10
N4 -5.127 2.774 -2.830  0.06
N5 1.736 -1.713 2.272  0.06
H21 -2.633 -2.384 -3.132  -0.04
C23 5.037 -3.527 0.766  0.02
H22 -0.017 1.346 0.963  0.10
C24 7.455 -3.887 0.530  -0.07
H23 4.433 -0.317 3.620  0.09
H24 6.869 2.752 1.754  0.10
C25 -2.440 0.071 -1.437  -0.09
H25 8.246 -4.015 -1.506  0.11
C26 -7.980 0.617 -1.549  -0.09
C27 -6.758 0.201 -1.152  -0.17
C28 -0.320 -1.299 -0.231  -0.04
C29 -0.354 1.325 3.021  -0.05
C30 -1.566 -1.399 0.240  -0.09
H26 -2.394 4.803 -2.403  0.09
H27 4.704 -0.382 -0.398  0.09
H28 -7.592 -1.891 1.262  0.10
C31 6.149 -3.794 -1.466  -0.02
H29 -3.673 -0.877 -0.014  0.08
C32 -1.299 3.347 4.024  -0.06
H30 8.429 -4.006 0.981  0.10
O5 1.466 0.252 -2.889  0.08
H31 -4.195 6.581 -2.760  0.10
H32 -0.707 1.584 5.128  0.10
C33 7.882 0.699 -0.502  -0.12
H33 -0.079 0.284 2.943  0.09
C34 -1.424 3.881 2.760  -0.02
H34 2.366 -3.906 4.850  0.10
N6 -0.873 3.892 0.270  -0.31
H35 6.451 -3.651 2.412  0.10
C35 -0.743 2.053 4.156  -0.05
N7 -6.552 -0.691 -0.167  0.05
C36 -1.132 0.290 -1.891  -0.01
C37 5.607 1.114 0.838  -0.07
H36 -7.055 3.509 -3.214  0.09
C38 6.324 -3.724 1.342  -0.05
C39 -5.665 5.136 -3.064  -0.07
O6 2.696 -3.764 -0.549  0.05

## Properties
Frontier orbital gap ... 0.3266 Eh
ΔE to the lowest compared entry with this formula, charge and spin ... 225.1 kJ/mol
2S+1 ... 1

---

Record 3
C8H12 | ωB97M-V/def2-TZVPD

Last column: natural (NBO) charge in e.
CARTESIAN COORDINATES (ANGSTROEM)
H1 0.842 1.475 -1.673  0.22
C1 -1.565 1.705 0.358  -0.40
H2 -1.633 2.712 0.772  0.22
C2 -2.115 -1.221 -0.195  -0.40
H3 -3.115 -0.799 -0.446  0.20
C3 -0.737 0.919 -0.322  0.00
H4 2.651 0.998 0.000  0.21
H5 1.944 -1.101 -1.040  0.20
H6 0.256 -1.677 1.277  0.21
C4 0.648 1.346 -0.673  -0.45
H7 -2.093 -2.273 -0.143  0.19
C5 1.654 -0.835 -0.078  -0.42
H8 2.207 -1.474 0.573  0.21
H9 -2.430 1.105 0.730  0.19
H10 0.247 -2.461 -0.446  0.22
H11 1.599 0.765 1.389  0.22
C6 1.657 0.625 0.275  -0.39
C7 0.298 -1.473 0.140  -0.41
C8 -0.953 -0.627 -0.251  -0.01
H12 0.639 2.291 -0.248  0.21

## Properties
Frontier orbital gap ... 0.3630 Eh
ΔE to the lowest compared entry with this formula, charge and spin ... 155.0 kJ/mol
2S+1 ... 1

---

Record 4
C11H10F3N3O4 | ωB97M-V/def2-TZVPD

Last column: natural (NBO) charge in e.
CARTESIAN COORDINATES (ANGSTROEM)
O1 -4.827 -1.957 0.804  -0.35
F1 -4.579 1.533 1.003  -0.32
C1 1.287 -0.861 -1.788  -0.23
C2 -2.429 0.447 0.916  -0.11
H1 0.716 -1.793 -1.898  0.22
H2 3.496 2.804 -0.183  0.22
N1 -4.181 -1.224 1.509  0.49
C3 -0.738 -1.766 0.272  -0.22
H3 3.093 -1.827 -1.113  0.18
H4 -0.142 -2.622 0.025  0.22
C4 4.075 1.883 -0.216  -0.42
C5 -2.055 -1.934 0.750  -0.19
C6 1.912 0.722 -0.064  0.76
C7 -3.241 1.703 1.287  0.98
H5 0.978 -0.168 -2.595  0.20
F2 -2.853 2.752 0.487  -0.32
N2 3.144 0.887 -0.717  -0.17
H6 4.440 1.659 0.801  0.21
F3 -3.030 1.993 2.606  -0.30
N3 0.989 -0.242 -0.529  -0.48
H7 2.982 -1.584 -2.900  0.22
C8 -1.100 0.634 0.404  -0.18
O2 3.470 0.088 -1.830  -0.36
C9 2.771 -1.143 -1.908  -0.08
O3 -4.563 -0.748 2.587  -0.36
O4 1.679 1.390 0.950  -0.65
H8 -0.694 1.642 0.232  0.26
H9 -2.358 -2.950 0.838  0.23
C10 -0.245 -0.451 0.092  0.20
H10 4.915 2.031 -0.880  0.23
C11 -2.909 -0.901 1.059  0.11

## Properties
Frontier orbital gap ... 0.3131 Eh
ΔE to the lowest compared entry with this formula, charge and spin ... 0.0 kJ/mol
2S+1 ... 1

---

Record 5
C2H2N2O2S | ωB97M-V/def2-TZVPD

Last column: natural (NBO) charge in e.
CARTESIAN COORDINATES (ANGSTROEM)
S1 0.844 0.688 1.778  0.59
H1 2.052 -0.257 -1.326  0.22
C1 1.372 0.102 -0.592  0.00
O1 -2.046 0.194 0.859  -0.50
H2 -2.617 -0.582 0.836  0.49
N1 -0.778 0.121 0.396  -0.17
C2 -0.071 -0.172 -0.729  0.50
N2 1.893 0.373 0.572  -0.53
O2 -0.649 -0.467 -1.795  -0.61

## Properties
Frontier orbital gap ... 0.2916 Eh
ΔE to the lowest compared entry with this formula, charge and spin ... 398.3 kJ/mol
2S+1 ... 1

---

Record 6
C22H33CrN3O5P | ωB97M-V/def2-TZVPD

Last column: Löwdin spin population.
CARTESIAN COORDINATES (ANGSTROEM)
N1 -0.558 -3.962 -0.233  0.03
H1 -2.831 -1.330 0.131  0.00
H2 -4.468 2.359 0.781  0.00
C1 -3.731 3.729 -0.695  0.00
H3 0.951 -3.013 3.529  0.00
C2 0.169 1.004 -3.130  0.00
H4 -4.644 4.303 -0.750  0.00
P1 0.103 1.139 -0.380  0.05
C3 -2.458 -1.389 2.158  0.01
C4 -3.625 2.634 0.160  0.00
C5 2.402 1.505 1.241  0.00
C6 -0.453 -5.315 -0.239  0.00
O1 -0.938 -6.071 0.577  0.00
H5 0.184 -4.439 -3.168  0.00
C7 0.997 2.065 1.044  0.00
C8 -2.636 4.078 -1.476  0.00
C9 -1.337 2.241 -0.567  0.01
H6 2.388 0.420 1.164  0.00
H7 1.743 -4.287 -2.352  0.00
H8 0.034 0.662 2.375  0.00
C10 2.268 -2.045 2.122  0.01
H9 -2.676 -0.321 2.275  0.00
O2 3.400 -2.268 2.528  0.01
H10 -2.396 1.026 0.842  0.00
C11 0.399 -5.775 -1.447  0.00
H11 0.728 0.859 -4.055  0.00
C12 -1.257 -1.723 3.069  0.02
H12 1.634 -0.794 -1.911  0.00
H13 -0.147 -6.519 -2.028  0.00
C13 -2.463 1.898 0.205  0.00
H14 1.329 -1.331 3.945  0.00
C14 1.058 3.584 0.878  0.00
C15 1.137 1.307 -1.981  0.01
H15 -2.701 4.935 -2.136  0.00
H16 1.302 -6.247 -1.061  0.00
H17 1.393 4.023 1.818  0.00
H18 -3.336 -1.950 2.503  0.00
N2 -0.107 -1.585 2.427  0.01
C16 1.090 -2.006 3.114  0.01
H19 -2.071 -2.702 0.653  0.00
O3 0.162 -2.207 -1.468  0.03
N3 -2.114 -1.682 0.765  0.01
H20 1.314 3.497 -2.162  0.00
H21 2.813 0.190 -2.791  0.00
H22 0.082 3.997 0.635  0.00
H23 -0.555 1.801 -3.280  0.00
C17 0.166 1.742 2.287  0.00
C18 -1.462 3.359 -1.410  0.00
H24 1.761 3.879 0.105  0.00
C19 2.153 0.160 -1.923  0.00
C20 1.917 2.597 -2.253  0.00
H25 0.669 2.099 3.185  0.00
H26 -0.369 0.082 -2.908  0.00
H27 2.763 0.215 -1.027  0.00
C21 0.681 -4.486 -2.198  0.00
H28 2.766 2.676 -1.577  0.00
H29 2.307 2.554 -3.273  0.00
H30 3.100 1.912 0.514  0.00
H31 2.771 1.764 2.232  0.00
Cr1 0.031 -1.464 0.508  3.69
C22 0.082 -3.434 -1.266  0.01
H32 -0.809 2.221 2.234  0.00
O4 -1.439 -2.048 4.243  0.02
H33 -0.624 3.682 -2.006  0.00
O5 1.961 -1.803 0.905  0.03

## Properties
Frontier orbital gap (alpha / beta) ... 0.2301 / 0.2936 Eh
Expectation value of S² ... 6.013
2S+1 ... 5
Charge ... -1

---

Record 7
C28H42O25Rb3S | ωB97M-V/def2-TZVPD

Last column: Löwdin charge in e.
CARTESIAN COORDINATES (ANGSTROEM)
H1 -1.634 -6.679 -2.287  0.14
O1 1.618 -6.267 3.542  0.13
C1 -2.019 3.998 3.058  0.02
C2 0.331 -4.973 -3.808  -0.58
H2 2.254 -2.943 -1.807  0.09
C3 -4.911 2.950 1.375  -0.52
O2 -0.371 0.867 -0.014  -0.41
H3 -2.179 2.221 0.434  0.09
H4 2.707 -2.658 0.046  0.09
C4 2.807 0.093 1.392  -0.02
H5 0.154 4.320 -1.694  0.08
H6 -1.558 2.049 -2.158  0.11
O3 0.950 1.524 3.929  0.10
H7 -1.897 -5.135 -0.176  0.11
C5 -2.744 2.284 1.364  -0.11
H8 -2.327 1.605 2.108  0.14
C6 -3.669 1.715 -2.957  -0.27
O4 -6.103 2.927 1.130  0.16
O5 0.310 -1.084 -1.291  -0.60
O6 -2.963 3.532 -1.766  0.07
Rb1 -0.926 -1.240 -3.747  0.95
H9 -4.657 0.722 -4.712  0.10
H10 2.907 -0.685 2.149  0.10
H11 2.904 5.568 -0.772  0.14
C7 2.075 5.145 2.207  -0.41
H12 -2.903 0.808 -4.770  0.05
C8 1.321 4.433 0.111  -0.29
O7 1.136 4.399 1.501  0.03
H13 -1.156 -3.823 2.988  0.15
O8 4.190 -0.012 -3.561  0.04
O9 -4.093 1.980 1.027  0.00
H14 0.555 -5.209 -1.003  0.15
O10 2.755 5.868 1.302  0.10
C9 -2.414 2.574 -2.582  -0.12
O11 0.818 -4.470 -4.814  0.13
H15 -1.959 2.889 -3.521  0.13
C10 2.183 1.368 1.970  -0.31
H16 -0.945 3.820 2.996  0.07
H17 -3.762 0.813 -2.352  0.13
C11 4.328 -2.675 -1.458  -0.32
H18 0.477 -1.702 4.481  0.10
C12 -0.575 -6.468 -2.432  -0.07
C13 0.774 1.141 2.593  -0.10
H19 -0.859 -1.414 3.253  0.06
O12 -0.059 -6.200 -3.670  0.14
O13 -1.970 -0.396 -1.287  -0.57
C14 -0.430 -2.075 4.006  0.01
H20 -1.125 -2.321 4.809  0.09
H21 -2.331 4.293 0.888  0.13
H22 0.128 1.844 2.067  0.10
C15 0.748 -3.283 2.050  -0.10
C16 -4.235 3.726 -2.102  -0.51
H23 -1.070 -3.587 -0.484  0.06
H24 5.048 -2.843 -0.657  0.17
H25 1.842 3.525 -0.191  0.10
H26 1.707 6.649 -0.226  0.14
C17 2.184 1.961 4.125  -0.54
O14 2.968 1.699 3.069  0.11
O15 0.051 -4.270 -2.718  0.04
H27 4.049 -4.086 -3.127  0.14
H28 -0.591 5.391 -0.651  0.10
H29 2.978 -4.055 -0.802  0.10
H30 -0.031 -7.277 -1.945  0.15
O16 -4.737 2.600 -2.589  0.11
H31 0.268 -3.201 1.075  0.10
C18 -0.185 -3.419 3.274  -0.30
H32 -2.211 -4.315 -1.693  0.10
Rb2 -3.934 -1.135 0.722  0.96
O17 -1.118 -1.340 0.585  -0.44
H33 1.392 -2.418 2.207  0.12
C19 -0.066 4.435 -0.632  0.01
H34 2.026 2.085 1.163  0.11
H35 -3.811 2.246 -5.026  0.10
C20 -2.765 3.750 1.728  -0.30
O18 4.286 -1.305 -1.680  0.05
Rb3 1.932 0.989 -1.963  0.96
O19 2.558 2.449 5.186  0.15
O20 1.440 -4.498 2.137  0.07
C21 2.193 5.711 0.042  -0.10
H36 2.117 -0.313 0.653  0.04
O21 0.422 -4.416 4.065  0.12
C22 4.388 -1.093 -3.025  -0.53
C23 1.180 -5.149 3.263  -0.55
O22 4.620 -2.229 -3.705  0.11
H37 -0.713 3.622 -0.305  0.05
C24 2.948 -2.978 -0.967  -0.01
S1 -0.746 -0.485 -0.486  0.05
C25 -1.445 -4.503 -0.941  0.00
H38 -2.041 5.055 3.323  0.09
C26 -0.304 -5.138 -1.671  -0.31
C27 4.723 -3.298 -2.792  -0.06
O23 -4.138 3.941 1.937  0.10
O24 2.165 5.249 3.472  0.13
O25 -4.929 4.739 -1.826  0.13
C28 -3.798 1.332 -4.433  0.00
H39 5.743 -3.680 -2.822  0.15
H40 -2.426 3.393 3.868  0.10
H41 3.778 0.323 0.954  0.09
H42 0.396 0.125 2.475  0.10

## Properties
Frontier orbital gap ... 0.3225 Eh
2S+1 ... 1
Charge ... +1

---

Record 8
C7H8N2O2 | ωB97M-V/def2-TZVPD

Last column: natural (NBO) charge in e.
CARTESIAN COORDINATES (ANGSTROEM)
O1 2.478 -0.825 -0.095  -0.46
H1 -4.587 0.659 0.171  0.24
N1 -0.305 -1.100 0.016  -0.33
H2 3.835 -0.472 1.136  0.18
H3 -4.210 -0.592 -0.987  0.23
O2 2.187 1.430 -0.109  -0.60
N2 -1.959 1.122 0.087  -0.41
H4 4.418 -1.351 -0.165  0.19
C1 -2.491 -0.087 -0.075  0.21
C2 1.707 0.273 -0.027  0.75
C3 -3.996 -0.220 0.036  -0.65
C4 3.742 -0.575 0.130  -0.25
C5 0.232 0.113 0.057  0.01
H5 3.884 0.279 -0.549  0.21
C6 -0.630 1.255 0.061  0.07
H6 -1.939 -2.175 -0.054  0.20
H7 -0.171 2.259 -0.046  0.23
C7 -1.635 -1.199 -0.086  -0.02
H8 -4.265 -0.966 0.832  0.23

## Properties
Frontier orbital gap ... 0.3481 Eh
ΔE to the lowest compared entry with this formula, charge and spin ... 200.9 kJ/mol
2S+1 ... 1

---

Look up the 2S+1 of the third one. 1